Here is a cluster of 2 separate species, C22H29BrN3O2P in total in a non-equilibrium geometry from OMol25. Energies are from ωB97M-V/def2-TZVPD.

The lowest unoccupied orbital energy is -0.07832 hartree. The value obtained for the total energy is -4085.67811 hartree. Its HOMO-LUMO gap is 3.96 eV. Its total charge is 0.

Each line ends with the Mulliken charge.
Element x y z (Å)
Br: -4.565 1.580 0.078  -0.211
C: -2.926 0.795 0.645  0.032
C: -2.477 -0.391 0.033  -0.538
C: -1.286 -0.978 0.478  -0.268
C: -0.601 -0.439 1.551  0.464
C: 0.696 -1.073 1.997  0.335
C: 0.889 -1.226 3.449  -0.970
N: 2.022 -1.870 3.802  1.028
O: 2.479 -1.975 4.968  -0.877
O: 2.668 -2.371 2.822  -0.766
C: -1.069 0.716 2.205  -0.260
C: -2.256 1.329 1.756  -0.628
H: -3.046 -0.859 -0.763  0.410
H: -0.875 -1.857 -0.007  0.388
H: 0.902 -2.003 1.430  0.328
H: 0.435 -0.580 4.188  0.354
H: -0.529 1.147 3.049  0.321
H: -2.652 2.196 2.279  0.409
C: 1.408 2.404 -0.868  -1.150
C: 2.862 1.929 -0.865  0.701
C: 2.983 0.692 -1.755  -1.883
C: 3.775 3.019 -1.423  -1.516
N: 3.314 1.572 0.493  0.804
P: 4.443 0.308 0.692  -0.037
H: 1.379 -0.331 1.633  -0.471
N: 4.504 0.627 2.360  1.035
C: 5.536 -0.095 3.123  0.532
C: 6.829 0.688 2.978  -1.557
C: 5.707 -1.481 2.511  -1.616
C: 5.191 -0.267 4.595  -1.169
C: 4.108 1.955 2.648  1.375
C: 3.393 2.506 1.558  1.474
C: 3.042 3.850 1.543  -0.901
C: 3.382 4.654 2.649  -1.112
C: 4.102 4.117 3.722  -1.013
C: 4.499 2.766 3.716  -1.004
H: 1.255 3.318 -0.286  0.289
H: 1.116 2.609 -1.913  0.463
H: 0.733 1.627 -0.473  0.166
H: 4.022 0.331 -1.789  0.470
H: 2.326 -0.121 -1.417  0.400
H: 2.691 0.968 -2.778  0.480
H: 4.822 2.686 -1.380  0.317
H: 3.501 3.197 -2.472  0.464
H: 3.675 3.963 -0.877  0.342
H: 6.757 1.663 3.475  0.364
H: 7.635 0.108 3.445  0.464
H: 7.056 0.835 1.914  0.304
H: 4.793 -2.081 2.613  0.272
H: 5.974 -1.414 1.445  0.468
H: 6.531 -1.988 3.030  0.471
H: 4.342 -0.949 4.749  0.226
H: 6.072 -0.728 5.078  0.453
H: 4.966 0.674 5.096  0.243
H: 2.534 4.298 0.687  0.257
H: 3.082 5.707 2.661  0.388
H: 4.374 4.743 4.579  0.381
H: 5.131 2.385 4.512  0.276

Atoms 1-2, force components in eV/Å:
Br 0.2 0.0 0.0
C 0.4 -0.9 0.4



Here is a cluster of 8 separate species, C22H29Cl3O21 in total in a non-equilibrium geometry from OMol25. Energies are from ωB97M-V/def2-TZVPD.

The lowest unoccupied orbital energy is -0.00860 hartree. The value obtained for the total energy is -3816.24717 hartree. Its HOMO-LUMO gap is 10.13 eV. Its total charge is 0. As for the structure (SMILES): ClC(Cl)Cl.O=C1OCCO1.O=C1OCCO1.O=C1OCCO1.O=C1OCCO1.O=C1OCCO1.O=C1OCCO1.O=C1OCCO1.

Each line ends with the Mulliken charge.
Element x y z (Å)
Cl: 7.533 3.748 3.121  -0.105
C: 8.482 2.315 2.466  0.125
Cl: 8.606 2.445 0.714  -0.118
Cl: 7.815 0.708 2.892  -0.122
H: 9.514 2.313 2.819  0.217
O: 11.083 7.707 3.099  -0.600
C: 10.948 7.041 4.121  0.695
O: 11.166 5.749 4.250  -0.277
C: 11.288 5.491 5.546  -0.309
C: 10.345 6.479 6.148  -0.299
O: 10.475 7.598 5.219  -0.308
H: 10.773 4.540 5.684  0.244
H: 12.318 5.498 5.904  0.285
H: 10.692 6.719 7.153  0.306
H: 9.347 6.046 6.212  0.264
O: 3.925 -4.895 9.902  -0.529
C: 3.898 -6.078 9.601  0.686
O: 4.519 -6.679 8.580  -0.338
C: 4.582 -8.066 8.752  -0.215
C: 3.679 -8.374 9.919  -0.266
O: 3.389 -7.080 10.421  -0.336
H: 4.400 -8.456 7.751  0.296
H: 5.584 -8.126 9.179  0.208
H: 4.070 -9.040 10.689  0.267
H: 2.779 -8.849 9.528  0.228
O: 2.027 10.813 7.283  -0.555
C: 2.937 10.204 6.713  0.687
O: 4.208 10.691 6.656  -0.326
C: 5.116 9.781 6.147  -0.246
C: 4.134 8.782 5.417  -0.276
O: 2.848 9.038 6.047  -0.317
H: 5.836 10.276 5.495  0.261
H: 5.680 9.333 6.965  0.231
H: 4.455 7.743 5.486  0.291
H: 4.100 9.052 4.361  0.251
O: 9.210 -4.074 9.809  -0.573
C: 9.268 -4.740 8.765  0.663
O: 9.387 -4.129 7.622  -0.263
C: 9.317 -5.040 6.526  -0.305
C: 9.805 -6.320 7.235  -0.310
O: 9.289 -6.136 8.541  -0.328
H: 8.308 -5.216 6.151  0.248
H: 9.798 -4.717 5.603  0.292
H: 10.892 -6.404 7.225  0.269
H: 9.292 -7.154 6.755  0.306
O: 12.627 0.260 5.839  -0.579
C: 12.657 -0.390 4.770  0.672
O: 13.772 -0.644 4.052  -0.344
C: 13.483 -1.379 2.920  -0.304
C: 11.977 -1.733 3.079  -0.240
O: 11.627 -0.993 4.196  -0.273
H: 13.785 -0.838 2.023  0.316
H: 13.972 -2.325 3.156  0.250
H: 11.763 -2.793 3.217  0.233
H: 11.583 -1.440 2.106  0.266
O: 2.247 0.674 13.966  -0.590
C: 1.997 1.407 13.021  0.755
O: 2.458 2.599 12.831  -0.341
C: 2.004 3.178 11.601  -0.185
C: 1.035 2.051 11.080  -0.264
O: 1.315 1.000 11.995  -0.351
H: 1.492 4.128 11.755  0.267
H: 2.835 3.339 10.915  0.221
H: 1.383 1.597 10.153  0.215
H: -0.009 2.299 10.888  0.274
O: 6.189 3.524 7.848  -0.593
C: 6.571 2.421 8.221  0.683
O: 5.888 1.524 8.945  -0.336
C: 6.667 0.339 9.161  -0.193
C: 7.862 0.578 8.303  -0.239
O: 7.708 1.885 7.816  -0.297
H: 7.029 0.202 10.180  0.256
H: 6.048 -0.516 8.887  0.260
H: 7.984 -0.067 7.432  0.233
H: 8.732 0.551 8.959  0.230

Atoms 1-2, force components in eV/Å:
Cl 0.8 -1.5 -0.3
C -0.2 0.2 0.0



Here is the molecule C22H29ClN4O2 in a non-equilibrium geometry from OMol25. Energies are from ωB97M-V/def2-TZVPD.

The lowest unoccupied orbital energy is -0.00633 hartree. The value obtained for the total energy is -1685.44029 hartree. Its HOMO-LUMO gap is 8.26 eV. Its total charge is 0. As for the structure (SMILES): O=C(CCn1nc(-c2ccc(Cl)cc2)ccc1=O)NCCCN1CCCCCC1.

Each line ends with the Mulliken charge.
Element x y z (Å)
O: 3.578 1.832 0.553  -0.706
C: 2.602 1.311 0.053  0.519
C: 1.373 0.901 0.868  -0.367
C: 1.324 -0.622 1.010  -0.918
N: 0.095 -1.039 1.659  0.913
N: 0.175 -1.245 2.952  -1.001
C: -0.879 -1.598 3.638  0.480
C: -0.691 -1.803 5.076  0.739
C: 0.388 -1.194 5.720  -0.296
C: 0.593 -1.364 7.074  -0.807
C: -0.285 -2.154 7.802  0.432
Cl: -0.040 -2.368 9.498  -0.213
C: -1.356 -2.777 7.180  -0.827
C: -1.555 -2.601 5.824  -0.448
C: -2.141 -1.750 2.989  -0.547
C: -2.222 -1.537 1.656  -0.757
C: -1.057 -1.156 0.892  0.563
O: -1.028 -0.940 -0.310  -0.634
N: 2.487 0.989 -1.243  0.043
C: 3.449 1.366 -2.251  -0.908
C: 2.770 2.158 -3.370  -0.635
C: 1.691 1.335 -4.087  -0.837
N: 0.605 0.944 -3.199  0.581
C: -0.291 2.064 -2.934  -0.825
C: -1.628 1.697 -2.291  -0.185
C: -2.707 1.335 -3.312  -0.988
C: -2.529 -0.045 -3.937  -0.553
C: -1.162 -0.248 -4.585  -0.895
C: -0.038 -0.316 -3.541  -0.538
H: 0.471 1.245 0.359  0.216
H: 1.435 1.363 1.853  0.358
H: 1.351 -1.089 0.022  0.423
H: 2.155 -0.975 1.621  0.335
H: 1.060 -0.583 5.140  0.446
H: 1.425 -0.887 7.567  0.407
H: -2.025 -3.399 7.755  0.407
H: -2.379 -3.110 5.350  0.321
H: -3.017 -2.008 3.563  0.308
H: -3.150 -1.628 1.112  0.471
H: 1.594 0.697 -1.647  0.095
H: 3.909 0.462 -2.668  0.279
H: 4.228 1.962 -1.766  0.461
H: 3.523 2.450 -4.104  0.420
H: 2.336 3.068 -2.955  0.285
H: 2.161 0.428 -4.475  0.401
H: 1.322 1.915 -4.951  0.296
H: 0.244 2.744 -2.261  0.404
H: -0.494 2.628 -3.862  0.413
H: -1.496 0.881 -1.581  -0.152
H: -1.972 2.572 -1.733  0.406
H: -2.719 2.094 -4.100  0.351
H: -3.681 1.365 -2.818  0.386
H: -2.661 -0.806 -3.164  0.238
H: -3.311 -0.192 -4.687  0.422
H: -1.179 -1.188 -5.141  0.356
H: -0.960 0.551 -5.301  0.335
H: 0.749 -0.989 -3.891  0.686
H: -0.442 -0.746 -2.620  -0.161

Atoms 1-2, force components in eV/Å:
O 0.4 0.2 0.3
C -0.5 -0.2 0.2



Here is a structure of composition C22H29CrN9O3S from OMol25. Energies are from ωB97M-V/def2-TZVPD.

The lowest unoccupied orbital energy (alpha / beta) is -0.09272 / -0.09880 hartree. The value obtained for the total energy is -3016.72409 hartree. Its HOMO-LUMO gap (alpha / beta) is 8.01 / 8.08 eV. Its multiplicity is 4. Its total charge is +1.

Each line ends with the Mulliken charge.
Element x y z (Å)
Cr: -0.122 -0.662 0.129  -0.313
C: 1.359 2.279 3.377  -0.270
O: 0.671 1.270 4.119  -0.493
C: -0.636 1.043 3.785  0.176
C: -1.563 1.046 4.807  -0.435
C: -2.908 0.764 4.570  -0.768
C: -3.316 0.481 3.290  -0.959
C: -2.386 0.419 2.243  0.910
C: -2.848 0.161 0.901  -0.652
N: -2.076 -0.254 -0.030  1.029
N: -2.541 -0.157 -1.339  -1.160
C: -1.537 0.234 -2.064  0.625
O: -0.339 0.387 -1.552  -0.720
C: -1.727 0.512 -3.502  0.453
C: -0.681 1.057 -4.241  -0.094
C: -0.847 1.315 -5.593  -0.835
C: -2.055 1.027 -6.211  -0.392
C: -3.101 0.484 -5.474  -0.681
C: -2.942 0.229 -4.123  -0.385
C: -1.016 0.697 2.471  0.893
O: -0.092 0.602 1.524  -0.772
H: 2.209 2.577 3.985  0.307
H: 0.713 3.144 3.213  0.320
H: 1.693 1.900 2.416  -0.205
H: -1.211 1.285 5.802  0.493
H: -3.618 0.791 5.384  0.424
H: -4.362 0.296 3.073  0.500
H: -3.874 0.404 0.631  0.504
H: 0.254 1.289 -3.749  0.401
H: -0.035 1.747 -6.164  0.412
H: -2.185 1.230 -7.266  0.401
H: -4.044 0.263 -5.957  0.405
H: -3.752 -0.186 -3.539  0.475
C: 1.100 -1.886 -2.309  -0.753
C: 2.310 -1.094 -1.826  -0.756
N: 1.986 -0.168 -0.724  0.033
C: 3.137 0.105 0.136  -0.560
C: 3.538 -1.123 0.960  -0.770
S: 2.106 -2.072 1.519  0.012
C: 2.040 -3.467 0.344  -0.757
C: 0.784 -3.589 -0.527  -1.032
N: 0.271 -2.349 -1.169  0.444
H: 1.438 -2.739 -2.905  0.633
H: 0.473 -1.265 -2.941  0.031
H: 2.757 -0.569 -2.674  0.541
H: 3.073 -1.780 -1.465  0.268
H: 1.636 0.702 -1.113  0.319
H: 2.861 0.923 0.798  -0.056
H: 4.003 0.432 -0.450  0.374
H: 4.070 -0.804 1.855  0.533
H: 4.210 -1.787 0.418  0.508
H: 2.111 -4.381 0.932  0.587
H: 2.941 -3.430 -0.266  0.427
H: -0.029 -3.994 0.069  0.334
H: 1.002 -4.323 -1.310  0.538
H: -0.638 -2.605 -1.552  0.287
N: -3.273 -4.370 2.528  -0.705
N: -2.277 -3.420 2.453  1.263
N: -1.567 -3.068 3.499  -0.998
C: -0.679 -2.251 2.954  -0.514
N: -0.872 -2.140 1.630  0.910
N: -1.903 -2.906 1.328  -0.948
H: -3.629 -4.359 3.478  0.324
H: -4.005 -4.118 1.873  0.286
H: 0.083 -1.734 3.509  0.600

Atoms 1-2, force components in eV/Å:
Cr 0.0 0.3 -0.4
C -0.1 0.1 0.1